[1]
Here is a structure of composition C3H8NO2 from the OMol25 dataset. Energies are from the ωB97M-V functional and the def2-TZVPD basis.

Net charge: -1

Positions of all 14 atoms, in Å:
N -0.53 -1.79 0.87
C 0.84 -1.26 0.70
O 0.88 0.07 0.40
H -1.10 -1.44 0.10
H -0.53 -2.79 0.94
H 1.34 -1.45 1.68
H 1.39 -1.86 -0.06
O -1.00 0.02 -1.44
C -0.08 0.76 -1.03
C -0.44 2.03 -0.27
H 0.84 0.80 -1.63
H -1.19 2.57 -0.85
H 0.43 2.65 -0.09
H -0.84 1.70 0.69


[2]
Here is the ion C3H8NO2 with charge -1 in a non-equilibrium geometry from the OMol25 dataset. Energies are from the ωB97M-V functional and the def2-TZVPD basis.

SMILES: N[C@H](C[O-])CO
Net charge: -1

Positions of all 14 atoms, in Å:
N -0.85 -1.27 0.49
C 0.12 -0.24 0.24
C 0.04 0.89 1.31
O -1.20 1.27 1.64
C 0.02 0.18 -1.23
O 0.81 -0.75 -2.04
H -1.06 -1.73 -0.43
H -1.54 -0.73 1.08
H 1.15 -0.66 0.28
H 0.78 1.76 1.03
H 0.63 0.25 2.14
H 0.51 1.10 -1.19
H -1.05 0.28 -1.49
H 1.64 -0.36 -1.84


In kJ/mol, the energy relative to the best compared isomer or geometry (same formula, charge and spin) values for the records above are, in order, 228.0 331.0.
In eV, the HOMO level values for the records above are, in order, -3.4 -2.6.